The following is a DFT calculation (ωB97M-V with the def2-TZVPD basis set) of a cluster of 5 separate species, C26H58BNO11 in total in a non-equilibrium geometry.

XYZ file:
```
97
Properties=species:S:1:pos:R:3
C 2.39119 -4.05443 -2.11493
C 1.00486 -3.86545 -2.13770
C -0.61870 -3.64852 -2.05028
O -1.35639 -3.95204 -3.28597
C -0.48579 -4.47247 -4.34958
O 0.04015 -3.53979 -5.19229
N -0.15930 -5.90807 -4.65296
B -0.98779 -6.91237 -3.89774
C -1.24413 -6.99933 -2.27694
O -1.69646 -7.95025 -4.72827
C 1.30836 -6.21405 -4.70889
C 1.88719 -7.22360 -3.56039
C 1.60867 -6.77307 -6.25645
C 2.66884 -8.02583 -6.29900
C 3.06508 -8.32477 -7.86403
H 3.52754 -4.32546 -1.94296
H -1.08510 -4.32146 -1.19054
H -0.88461 -2.52971 -1.73928
H -0.39920 -6.40688 -1.67679
H -2.32809 -6.73007 -1.92802
H -1.07961 -8.14267 -1.97579
H -2.67402 -7.67188 -4.62508
H 1.95819 -5.21532 -4.63171
H 1.63594 -8.36793 -3.73187
H 1.64266 -6.88378 -2.44235
H 3.07732 -7.16015 -3.63037
H 0.63662 -7.11137 -6.81617
H 2.12788 -5.88455 -6.86145
H 2.16693 -9.01873 -5.86815
H 3.67754 -7.81083 -5.72265
H 2.14664 -8.13410 -8.58330
H 3.90136 -7.55360 -8.18873
H 3.49039 -9.39925 -8.06379
C 3.43081 2.25520 -1.55699
O 4.36052 1.92621 -2.58318
C 5.40255 1.06699 -2.11199
C 5.16188 -0.38572 -2.53779
O 4.01066 -0.93118 -1.88845
C 2.87203 -0.96117 -2.74056
H 2.55601 2.71928 -2.02302
H 3.10131 1.37049 -1.00637
H 3.88200 2.97408 -0.86679
H 5.51332 1.14433 -1.02388
H 6.33440 1.41601 -2.56982
H 6.02151 -0.98916 -2.22735
H 5.07131 -0.46705 -3.62830
H 2.98337 -1.76273 -3.47669
H 2.72187 -0.00733 -3.25397
H 1.99015 -1.16785 -2.12919
C -1.34832 6.40678 -3.08316
O -2.05062 5.25967 -3.54856
C -1.20773 4.10678 -3.62892
C -1.43854 3.16420 -2.44239
O -1.00910 3.76131 -1.21621
C -2.09601 4.26839 -0.45135
H -2.08175 7.18027 -2.83488
H -0.75871 6.18896 -2.18908
H -0.69478 6.78563 -3.87442
H -0.15260 4.39606 -3.70151
H -1.47555 3.58025 -4.55131
H -0.83509 2.26202 -2.58864
H -2.49040 2.85784 -2.38109
H -2.64336 3.43914 0.00637
H -2.77780 4.86878 -1.06016
H -1.69220 4.90145 0.34261
C -4.26255 4.33870 2.44881
O -3.10027 3.65381 2.90234
C -2.65444 4.13172 4.17471
C -3.06240 3.17708 5.30246
O -4.48178 3.15554 5.47389
C -5.08036 2.00599 4.88761
H -4.67494 3.78756 1.59791
H -5.02879 4.40016 3.22570
H -3.99161 5.34484 2.11561
H -3.02506 5.14594 4.36507
H -1.56082 4.17648 4.13263
H -2.63115 3.53931 6.24176
H -2.67455 2.16643 5.12307
H -4.87340 1.12700 5.50512
H -4.72112 1.83395 3.86913
H -6.16144 2.16150 4.85175
C 1.15968 5.78459 9.34443
O 0.21600 5.49621 10.37009
C -1.12493 5.78931 9.96746
C -1.88318 4.51328 9.58487
O -1.33963 3.92382 8.40099
C -0.50404 2.80852 8.68626
H 2.11861 5.33828 9.62569
H 0.85401 5.36957 8.38069
H 1.29015 6.86719 9.25670
H -1.13844 6.51563 9.14617
H -1.62304 6.24738 10.82876
H -2.92318 4.77620 9.36408
H -1.88774 3.79398 10.41350
H -1.11927 1.95078 8.97358
H 0.21405 3.02985 9.48081
H 0.05038 2.55325 7.77981
```

- Kohn-Sham gap (eV) = 9.43
- E_LUMO (eV) = 0.310
- total energy (eV) = -52578.5972
- SMILES = C#CCOC(=O)N(B(C)O)[C@@H](C)CCC.COCCOC.COCCOC.COCCOC.COCCOC

---

The following is a DFT calculation (ωB97M-V with the def2-TZVPD basis set) of a cluster of 8 separate species, C26H58N6O10 in total in a non-equilibrium geometry.

XYZ file:
```
100
Properties=species:S:1:pos:R:3
C 5.50664 5.38098 -4.69958
C 4.08864 4.83485 -5.03465
O 4.17253 3.43327 -5.25924
C 3.70011 2.55361 -4.35326
C 4.14191 1.11179 -4.51206
O 3.01106 2.83762 -3.39813
H 5.47309 6.37842 -4.21433
H 6.21486 5.41560 -5.53481
H 5.96765 4.81663 -3.85980
H 3.39438 5.04575 -4.19924
H 3.67124 5.23866 -5.94648
H 4.49350 0.79535 -5.51400
H 3.29097 0.51601 -4.07050
H 4.94499 1.08778 -3.76212
C -2.01727 3.34803 2.18078
C -1.66718 4.30339 1.07394
O -2.66585 4.20734 -0.00750
C -2.19067 3.63790 -1.13401
C -3.19977 3.51164 -2.25806
O -1.02940 3.25771 -1.20077
H -1.41618 3.49910 3.11190
H -1.80475 2.30518 1.87890
H -3.05585 3.49449 2.52556
H -1.84860 5.37144 1.32464
H -0.70977 4.09480 0.65067
H -4.15911 3.87550 -1.97020
H -3.31556 2.48705 -2.48045
H -2.82645 4.06384 -3.04888
C -1.66218 -4.61575 2.78821
N -2.33431 -4.94269 1.57323
C -3.75959 -4.83226 1.57335
C -1.66093 -5.05311 0.37430
O -2.21662 -5.20335 -0.69757
H -1.81194 -5.30587 3.61661
H -1.86013 -3.58338 3.00068
H -0.55987 -4.61689 2.52412
H -4.19650 -5.34424 2.39720
H -4.15679 -3.80076 1.67520
H -4.16903 -5.30012 0.69532
H -0.60862 -5.13114 0.52745
C -2.82760 -1.82608 -0.30557
N -1.51119 -2.21442 -0.83829
C -1.33189 -2.45182 -2.25836
C -0.48490 -2.36939 -0.01967
O 0.63607 -2.68937 -0.28115
H -3.49546 -2.66311 -0.20479
H -3.31643 -1.10958 -0.96021
H -2.71619 -1.37789 0.67164
H -1.97731 -1.66697 -2.73416
H -0.31681 -2.18631 -2.43730
H -1.63048 -3.42991 -2.61519
H -0.83809 -2.20826 1.00729
C -4.97623 -1.16688 5.22471
N -3.67786 -0.84148 4.63055
C -2.75085 -0.13071 5.40998
C -3.46136 -1.05745 3.28494
O -4.12252 -1.72721 2.54512
H -5.59342 -1.62296 4.43755
H -5.45456 -0.28276 5.53648
H -4.84173 -1.87376 6.03435
H -1.93447 0.12927 4.76988
H -3.14353 0.77145 5.85101
H -2.40255 -0.79916 6.21616
H -2.49339 -0.53639 2.93446
C 2.44484 -5.16757 -1.43295
N 2.23979 -5.56892 -0.03467
C 2.12649 -6.96837 0.33904
C 2.45621 -4.64881 0.95357
O 2.10162 -4.84055 2.09547
H 1.50848 -5.40553 -2.06701
H 3.29809 -5.71948 -1.84776
H 2.61593 -4.09910 -1.44857
H 1.35269 -7.37590 -0.28928
H 3.08978 -7.43476 0.12963
H 1.87083 -7.03956 1.35299
H 2.89858 -3.71584 0.63503
C 0.94527 6.00065 -0.70986
N 1.66656 5.00990 0.13940
C 2.20579 3.81861 -0.43144
C 1.82137 5.21284 1.45147
O 2.43672 4.53598 2.23949
H 1.66639 6.73394 -1.19310
H 0.24922 6.53708 -0.12044
H 0.39586 5.46100 -1.46514
H 1.50389 3.39432 -1.14730
H 3.20599 3.87639 -0.89194
H 2.26349 3.04967 0.32084
H 1.19855 5.97329 1.83000
C 0.50424 0.47679 -1.01923
N 1.30384 0.17374 0.08635
C 2.65161 -0.44254 -0.11451
C 0.71436 0.07050 1.32459
O -0.46106 0.36014 1.48731
H 0.96048 1.25635 -1.63722
H -0.41351 0.87918 -0.63901
H 0.39121 -0.30492 -1.75285
H 2.58385 -1.50318 -0.35231
H 3.13250 0.05837 -0.95668
H 3.19787 -0.21886 0.77386
H 1.36627 -0.26789 2.15631
```

- Kohn-Sham gap (eV) = 9.40
- E_LUMO (eV) = 0.584
- total energy (eV) = -57317.9060
- SMILES = CCOC(C)=O.CCOC(C)=O.CN(C)C=O.CN(C)C=O.CN(C)C=O.CN(C)C=O.CN(C)C=O.CN(C)C=O

---

> Which value of E_LUMO does entry 1 give?

0.310 eV

---

> total energy of number 2 (C26H58N6O10)?

-57317.9060 eV